# 1
Here is the molecule C5H8N2 from the Open Molecules 2025 dataset. Energies are from the ωB97M-V functional and the def2-TZVPD basis.

Geometry as XYZ:
```
15
C5H8N2 the ωB97M-V functional and the def2-TZVPD basis
C 1.17 1.11 -1.18
N 0.77 0.10 -0.23
C -0.41 -0.77 -0.27
C -0.30 -1.66 0.92
C -1.69 0.00 0.21
C 0.74 -1.00 1.60
N 1.37 -0.03 0.91
H 0.98 0.76 -2.19
H 2.23 1.32 -1.05
H 0.60 2.04 -1.02
H -0.55 -1.18 -1.27
H -1.84 -0.06 1.29
H -2.56 -0.47 -0.26
H -1.62 1.05 -0.07
H 1.09 -1.21 2.61
```

Calculated values
* molecular weight: 96.1 g mol⁻¹
* Kohn-Sham gap: 0.3015 Eh

# 2
Here is the molecule C5H8N2 at a distorted geometry from the Open Molecules 2025 dataset. Energies are from the ωB97M-V functional and the def2-TZVPD basis.

Geometry as XYZ:
```
15
C5H8N2 the ωB97M-V functional and the def2-TZVPD basis
C -0.59 1.31 -0.13
C -0.25 -0.17 -0.06
C -1.30 -1.05 0.57
N 0.44 -0.78 -1.19
C 1.19 -0.58 0.06
C 2.23 0.43 0.12
N 3.06 1.24 0.16
H -0.76 1.71 0.88
H -1.51 1.46 -0.71
H 0.21 1.89 -0.59
H -2.06 -1.31 -0.18
H -0.87 -1.99 0.94
H -1.80 -0.54 1.40
H 0.71 -0.08 -1.88
H 1.43 -1.49 0.59
```

Calculated values
* molecular weight: 96.1 g mol⁻¹
* Kohn-Sham gap: 0.4013 Eh
* structure (SMILES): CC1(C)N[C@H]1C#N

# 3
Here is the molecule C5H8N2 at a distorted geometry from the Open Molecules 2025 dataset. Energies are from the ωB97M-V functional and the def2-TZVPD basis.

Geometry as XYZ:
```
15
C5H8N2 the ωB97M-V functional and the def2-TZVPD basis
C -0.84 1.45 0.10
C -0.10 0.11 0.16
C -1.06 -1.05 0.41
N 0.66 -0.10 -1.10
C 1.09 0.26 1.12
C 1.98 -0.38 -0.91
N 3.09 -0.70 -0.77
H -1.34 1.63 1.05
H -1.60 1.45 -0.69
H -0.12 2.26 -0.07
H -1.89 -1.05 -0.31
H -0.53 -2.01 0.33
H -1.48 -0.98 1.42
H 0.53 0.62 -1.80
H 1.28 -0.74 1.58
```

Calculated values
* molecular weight: 96.1 g mol⁻¹
* Kohn-Sham gap (alpha / beta): 0.3022 / 0.3027 Eh

# 4
Here is a cluster of 2 separate species, C5H8N2 in total at a distorted geometry from the Open Molecules 2025 dataset. Energies are from the ωB97M-V functional and the def2-TZVPD basis.

Geometry as XYZ:
```
15
C5H8N2 the ωB97M-V functional and the def2-TZVPD basis
N -1.18 1.97 -2.17
C -0.31 1.32 -1.58
C 0.58 0.76 -0.89
C 1.33 0.70 0.29
C 1.73 -0.14 -0.90
H -2.19 1.79 -1.92
H 0.82 0.11 1.15
H 1.99 1.52 0.64
H 2.54 0.01 -1.61
H 1.54 -1.25 -0.82
C -2.12 -0.26 1.10
N -1.07 -0.71 0.62
H -2.12 0.29 2.02
H -3.20 -0.27 0.59
H -1.09 -0.86 -0.41
```

Calculated values
* molecular weight: 96.1 g mol⁻¹
* Kohn-Sham gap: 0.3422 Eh
* structure (SMILES): N=C=C1CC1.C=N

# 5
Here is the molecule C5H8N2 from the Open Molecules 2025 dataset. Energies are from the ωB97M-V functional and the def2-TZVPD basis.

Geometry as XYZ:
```
15
C5H8N2 the ωB97M-V functional and the def2-TZVPD basis
C -2.57 -0.26 -0.02
N -1.15 0.06 0.17
C -0.30 -0.58 -0.93
C 0.83 0.06 -1.06
C 2.46 0.06 0.58
C 1.31 0.83 -0.04
N -0.71 0.87 0.95
H -2.88 0.13 -1.00
H -3.17 0.18 0.77
H -2.67 -1.35 -0.04
H -0.76 -1.44 -1.40
H 3.28 0.29 -0.10
H 2.27 -1.01 0.47
H 2.76 0.30 1.60
H 1.31 1.91 0.06
```

Calculated values
* molecular weight: 96.1 g mol⁻¹
* Kohn-Sham gap: 0.3389 Eh

# 6
Here is the molecule C5H8N2 at a distorted geometry from the Open Molecules 2025 dataset. Energies are from the ωB97M-V functional and the def2-TZVPD basis.

Geometry as XYZ:
```
15
C5H8N2 the ωB97M-V functional and the def2-TZVPD basis
C -1.78 -0.95 0.18
C -0.74 0.03 -0.27
C -0.53 1.40 0.26
N 0.39 0.32 0.60
C 1.67 0.35 -0.07
C 2.26 -1.00 -0.07
N 2.71 -2.07 -0.10
H -2.05 -0.80 1.23
H -1.41 -1.97 0.06
H -2.69 -0.84 -0.43
H -0.47 -0.09 -1.33
H -0.18 2.16 -0.44
H -1.13 1.78 1.08
H 1.59 0.67 -1.13
H 2.35 1.04 0.42
```

Calculated values
* molecular weight: 96.1 g mol⁻¹
* Kohn-Sham gap: 0.3994 Eh
* structure (SMILES): C[C@H]1CN1CC#N

# 7
Here is the molecule C5H8N2 at a distorted geometry from the Open Molecules 2025 dataset. Energies are from the ωB97M-V functional and the def2-TZVPD basis.

Geometry as XYZ:
```
15
C5H8N2 the ωB97M-V functional and the def2-TZVPD basis
C 2.16 0.35 -1.25
C 0.92 -0.07 -0.51
C 0.78 -1.20 0.33
C -0.46 -1.01 0.92
N -0.98 0.14 0.42
C -2.30 0.71 0.62
N -0.15 0.72 -0.45
H 2.79 -0.51 -1.52
H 2.76 0.99 -0.59
H 1.94 0.90 -2.17
H 1.46 -2.01 0.52
H -1.00 -1.60 1.65
H -2.75 0.27 1.52
H -2.94 0.51 -0.25
H -2.21 1.79 0.75
```

Calculated values
* molecular weight: 96.1 g mol⁻¹
* Kohn-Sham gap: 0.3677 Eh
* structure (SMILES): Cc1ccn(C)n1

# 8
Here is the molecule C5H8N2 at a distorted geometry from the Open Molecules 2025 dataset. Energies are from the ωB97M-V functional and the def2-TZVPD basis.

Geometry as XYZ:
```
15
C5H8N2 the ωB97M-V functional and the def2-TZVPD basis
C -0.57 1.31 -0.11
C -0.27 -0.17 -0.08
C -1.32 -1.05 0.59
N 0.39 -0.75 -1.25
C 1.17 -0.60 -0.01
C 2.21 0.39 0.12
N 3.04 1.19 0.27
H -0.73 1.69 0.91
H -1.48 1.50 -0.69
H 0.25 1.89 -0.55
H -1.86 -1.64 -0.16
H -0.85 -1.74 1.30
H -2.04 -0.44 1.14
H 0.64 -0.03 -1.93
H 1.41 -1.55 0.47
```

Calculated values
* molecular weight: 96.1 g mol⁻¹
* Kohn-Sham gap: 0.4010 Eh
* structure (SMILES): CC1(C)N[C@H]1C#N

# 9
Here is the molecule C5H8N2 at a distorted geometry from the Open Molecules 2025 dataset. Energies are from the ωB97M-V functional and the def2-TZVPD basis.

Geometry as XYZ:
```
15
C5H8N2 the ωB97M-V functional and the def2-TZVPD basis
C -0.54 -1.02 -0.97
C 0.06 -0.37 0.23
C 1.71 -0.33 0.41
N 0.45 1.26 0.04
C -0.59 0.75 0.91
C -1.93 1.07 0.52
N -3.01 1.31 0.22
H -1.13 -1.88 -0.65
H 0.19 -1.41 -1.68
H -1.22 -0.37 -1.52
H 2.47 0.03 -0.31
H 2.11 -0.03 1.38
H 1.76 -1.40 0.36
H 0.08 1.47 -0.88
H -0.40 0.92 1.96
```

Calculated values
* molecular weight: 96.1 g mol⁻¹
* Kohn-Sham gap: 0.3622 Eh
* structure (SMILES): CC1(C)N[C@H]1C#N

# 10
Here is the molecule C5H8N2 from the Open Molecules 2025 dataset. Energies are from the ωB97M-V functional and the def2-TZVPD basis.

Geometry as XYZ:
```
15
C5H8N2 the ωB97M-V functional and the def2-TZVPD basis
C -1.31 -1.25 0.43
N -0.06 -0.54 0.22
C 1.26 -1.09 0.38
C 2.26 -0.20 0.12
C 1.45 0.99 -0.38
C 0.03 0.70 -0.22
N -1.08 1.48 -0.51
H -2.00 -1.04 -0.39
H -1.11 -2.32 0.46
H -1.78 -0.96 1.38
H 1.31 -2.12 0.72
H 1.92 0.50 -1.28
H 1.82 2.01 -0.35
H -1.85 1.42 0.14
H -0.85 2.44 -0.73
```

Calculated values
* molecular weight: 96.1 g mol⁻¹
* Kohn-Sham gap: 0.2894 Eh

# 11
Here is a structure of composition C5H8N2 at a distorted geometry from the Open Molecules 2025 dataset. Energies are from the ωB97M-V functional and the def2-TZVPD basis.

Geometry as XYZ:
```
15
C5H8N2 the ωB97M-V functional and the def2-TZVPD basis
C -1.01 1.59 0.00
C 0.31 1.41 -0.23
C -1.69 0.70 -0.91
C 0.41 0.13 -1.09
C 0.86 -1.29 0.24
N -0.90 -0.12 -1.51
N 0.68 -1.46 1.69
H -1.72 2.34 0.46
H 1.10 1.96 0.22
H -2.68 0.67 -1.12
H 0.58 -2.20 -0.25
H 1.14 -0.11 -1.88
H 1.98 -1.31 0.08
H -0.24 -1.59 1.99
H 1.17 -0.74 2.30
```

Calculated values
* molecular weight: 96.1 g mol⁻¹
* Kohn-Sham gap: 0.3353 Eh

# 12
Here is a cluster of 2 separate species, C5H8N2 in total from the Open Molecules 2025 dataset. Energies are from the ωB97M-V functional and the def2-TZVPD basis.

Geometry as XYZ:
```
15
C5H8N2 the ωB97M-V functional and the def2-TZVPD basis
N 1.82 0.44 -0.49
C 1.09 -0.33 0.35
C 0.37 0.26 1.58
N 1.24 0.34 2.42
C -0.73 -0.84 -0.63
C -1.36 0.48 -0.96
C -1.79 -0.48 0.09
H 2.80 0.25 -0.64
H 1.54 1.40 -0.63
H 1.53 -1.31 0.52
H -0.31 -1.68 -1.16
H -0.84 1.40 -0.66
H -1.94 0.60 -1.88
H -2.66 -0.84 0.61
H -0.77 0.32 1.49
```

Calculated values
* molecular weight: 96.1 g mol⁻¹
* Kohn-Sham gap (alpha / beta): 0.2961 / 0.2961 Eh